Here is a structure of composition C18H12CuN5OS2 from the OMol25 dataset. Energies are from ωB97M-V with the def2-TZVPD basis set.

XYZ file:
```
39
Properties=species:S:1:pos:R:3:forces:R:3
Cu -0.83591 0.62393 0.88587 -0.1765 -0.5629 -0.1046
C 3.26298 -0.26108 0.03397 -0.2797 -0.8565 0.0835
C 2.00210 0.32908 0.55246 -1.5057 0.3314 -0.9181
N 0.85214 0.27259 -0.09297 1.2631 0.0714 1.2852
N 0.83462 -0.22475 -1.31312 1.6063 -1.1570 -1.3139
C -0.35875 -0.28013 -1.87504 -2.0155 1.4890 1.2598
O -1.39553 0.17373 -1.27202 0.8686 -0.7371 -1.0665
C -0.46471 -0.83080 -3.28100 -0.8986 0.5175 0.1711
C -1.76158 -1.03003 -3.80668 0.4529 0.0217 1.3620
C -1.95660 -1.63558 -5.02412 -0.1304 -0.2182 -0.2337
C -0.85918 -1.98468 -5.82355 0.3912 0.2563 -0.8187
C 0.42427 -1.65590 -5.36976 -0.3664 0.3214 0.1817
C 0.61476 -1.07027 -4.11246 0.2320 -0.3383 -0.3689
C 1.96052 1.07226 1.80522 -0.0821 0.0357 0.6702
C 3.12994 1.45891 2.46420 0.1398 -0.3353 -0.4647
C 3.07461 2.15571 3.64548 -0.3907 0.5779 -0.1378
C 1.82153 2.48266 4.12183 -0.4458 0.3073 0.9181
C 0.68385 2.05918 3.43923 -0.3866 0.3393 0.2186
N 0.74785 1.38799 2.29969 0.1637 0.0765 -0.2301
H 2.98510 -0.84042 -0.86323 0.4391 0.3919 0.3148
H 3.65942 -0.95673 0.80223 -0.0513 0.3449 -0.3732
H 4.01973 0.49350 -0.16769 0.0959 0.0019 -0.2243
H -2.61196 -0.73834 -3.17489 0.4476 -0.2147 -0.2840
H -3.00121 -1.82973 -5.26116 0.3358 -0.0708 -0.5490
H -0.95792 -2.38016 -6.86762 -0.1408 0.1965 1.2285
H 1.31292 -1.77674 -5.98389 -0.2847 -0.2128 -0.1122
H 1.62594 -0.78864 -3.84270 -0.1319 -0.1133 0.3490
H 4.07856 1.25936 2.00666 0.3001 -0.2440 -0.1054
H 3.96653 2.54370 4.12352 -0.0051 -0.2178 0.0263
H 1.70685 3.08430 5.02971 0.0006 -0.3089 -0.3365
H -0.32382 2.30966 3.81805 0.5757 -0.2285 -0.3631
S -2.69538 1.57099 1.59144 0.2889 0.8861 -0.2071
C -3.42020 0.35720 2.56427 0.8631 -2.3323 0.1571
C -4.61704 0.76784 3.22448 1.1658 -1.1055 -0.8595
N -5.60994 1.08387 3.68578 -1.3456 0.5972 0.8245
C -2.88123 -0.94132 2.64887 -0.5080 1.5002 0.2503
S -1.33216 -1.46976 2.08488 0.1742 0.7409 -0.6727
C -3.55077 -1.99047 3.34225 -1.9120 -1.2151 1.8005
N -4.13031 -2.80095 3.96179 1.2529 1.4640 -1.3572
```
Positions in Å, forces in eV/Å.

Properties
Kohn-Sham gap (spin up / spin down), eV: 5.84 / 5.57
Spin multiplicity: 2
Net charge: -1


Here is the ion C18H12N5O9 with charge -1 from the OMol25 dataset. Energies are from ωB97M-V with the def2-TZVPD basis set.

XYZ file:
```
44
Properties=species:S:1:pos:R:3:forces:R:3
N -1.68905 -5.77947 2.74092 0.3655 1.8676 -0.1693
C -1.40076 -4.65331 2.60514 0.1597 -1.5674 -0.0293
C -0.97739 -3.30271 2.40803 1.2947 -0.2777 -0.1343
C 0.33744 -2.93526 2.02273 -1.2637 -0.5441 0.4597
C 0.70010 -1.61552 1.79365 0.4033 0.1924 -0.1358
N 2.04173 -1.37937 1.41008 0.8007 -0.5328 0.2148
O 2.89194 -2.27603 1.61635 -0.8394 0.8891 -0.4288
O 2.39664 -0.29057 0.87405 -0.4278 -1.3984 0.6491
C -0.23181 -0.41629 2.02265 0.6855 -0.6378 1.7613
C -1.59589 -0.92518 2.35826 -2.0623 1.9676 -0.0956
N -2.73761 -0.16700 2.48251 1.6351 -3.6952 0.1622
O -3.02175 1.01266 2.47569 -0.0702 -0.0011 -0.1860
O -3.79979 -1.18516 2.71581 0.0939 1.1972 0.1145
N -3.27826 -2.46050 2.76695 3.1555 1.8784 -0.6190
C -1.93386 -2.25858 2.55301 -3.1206 -1.4102 0.1655
H 1.08666 -3.72022 1.88136 -0.2932 0.4160 0.0292
H 0.11071 0.10215 2.94659 0.0680 0.1129 -0.5839
C -3.31143 -1.76477 -1.74033 -0.3692 -0.4611 -0.0025
C -1.92037 -1.21820 -1.85295 0.0353 -0.0462 0.4123
O -1.62438 -0.71130 -0.52338 0.2783 0.4775 -0.3220
C -0.36651 -0.25145 -0.40027 0.8291 -0.2516 -1.0205
C -0.19958 0.55169 0.88835 0.1608 0.9846 -1.0607
C 1.08417 1.43398 0.96165 -0.3931 0.1487 0.3359
O 1.48270 1.85556 2.03440 -0.4680 -0.0138 -1.0792
C 1.60404 1.97981 -0.36168 0.4716 0.8154 -0.0480
C 0.71472 2.55327 -1.28835 0.3597 -0.1271 0.2245
C 1.18272 3.23813 -2.40644 0.4531 -0.0030 -0.1035
C 2.56848 3.31373 -2.63693 -0.6769 -0.7698 1.6720
N 3.07344 4.11890 -3.70448 1.0414 1.4976 -2.1270
O 4.31512 4.20243 -3.85238 -2.2824 -0.1825 0.2414
O 2.25914 4.72651 -4.43656 1.4100 -1.1339 1.3047
C 3.47104 2.72293 -1.73065 -0.3878 0.3286 -0.2409
C 2.98954 2.10990 -0.57818 -0.2388 -0.1497 -0.1962
O 0.48250 -0.49539 -1.23795 -0.7432 0.5814 0.9333
H -3.73182 -1.94368 -2.73056 -0.0235 -0.0179 -0.0088
H -3.29236 -2.71954 -1.20196 -0.1189 0.2178 -0.0203
H -3.96366 -1.07058 -1.19855 0.1350 -0.1075 -0.1476
H -1.17433 -1.98249 -2.10328 -0.2491 0.2647 -0.0907
H -1.86084 -0.38464 -2.56812 0.1495 -0.2193 0.2231
H -1.05926 1.24230 0.97587 0.2553 -0.1953 -0.0322
H -0.35904 2.49873 -1.10557 0.2393 0.0193 -0.1079
H 0.49596 3.73058 -3.09115 0.2004 -0.1348 0.1570
H 4.53704 2.80074 -1.92916 -0.2601 0.0019 0.1088
H 3.70392 1.71318 0.14481 -0.3924 0.0196 -0.1793
```
Positions in Å, forces in eV/Å.

Properties
ΔE to the lowest compared entry with this formula, charge and spin, kcal per mole: 0.0
Kohn-Sham gap, eV: 5.80
Net charge: -1


Here is a structure of composition C18H13BBrF4IN3O4ReSbSe4 from the OMol25 dataset. Energies are from ωB97M-V with the def2-TZVPD basis set.

XYZ file:
```
51
Properties=species:S:1:pos:R:3:forces:R:3
Re -0.90775 -0.66486 1.52593 -0.1363 -0.0548 -1.6261
Se 2.53599 -0.58092 5.16717 0.0847 -0.0217 -0.2187
Sb 0.32272 -1.40136 4.72630 -0.3841 0.1961 0.1657
Se -0.05236 -2.67314 2.53981 0.3301 -0.5156 0.2255
Se -1.15908 0.45144 3.65838 -0.1159 0.2655 0.7856
Se -0.85983 -2.39353 6.56880 0.0059 -0.0601 -0.0403
F -2.89861 -1.38262 1.35143 -0.1102 0.0000 0.2430
B -4.27390 -1.31322 0.71723 -0.0330 -0.0888 0.0121
F -4.50181 0.01848 0.37214 0.0175 0.0597 0.0034
F -5.15322 -1.73448 1.68467 -0.0298 -0.0307 0.0257
F -4.23606 -2.12399 -0.38694 0.0021 -0.0238 -0.0698
N -4.36092 3.62182 0.93372 0.1253 0.0378 -0.0407
C -3.34726 2.89859 0.32601 -0.2303 0.0594 0.2014
C -2.71085 1.86912 1.03536 0.1010 -0.0971 0.0844
N -1.77027 1.14382 0.47361 -0.0770 0.0364 -0.1605
C -1.41739 1.43523 -0.79329 0.0203 -0.0615 0.2030
C -2.02748 2.47185 -1.44932 -0.0121 0.0903 -0.0875
N -3.00143 3.21356 -0.90446 0.1157 -0.0605 -0.1303
H -4.88559 3.11801 1.63069 -0.0062 -0.0357 -0.0156
H -4.93463 4.12073 0.27263 -0.0194 -0.0263 0.0031
H -2.98961 1.61470 2.05002 -0.0507 0.0543 -0.0013
H -0.66356 0.81026 -1.23987 0.0488 -0.0244 -0.0464
H -1.73468 2.71320 -2.46392 -0.0224 0.0237 0.0060
Br 1.77267 3.03821 -0.14657 -0.1627 -0.0742 -0.0442
C 3.15856 2.17182 0.82172 -0.0436 0.0958 -0.0608
C 4.25827 2.95864 1.13642 0.0848 -0.0209 0.0488
C 5.33025 2.40272 1.81535 -0.0834 -0.0275 -0.0524
C 5.30041 1.05756 2.15448 -0.0114 -0.0070 -0.0097
C 4.20402 0.28597 1.81311 0.0077 -0.0380 0.0694
C 3.10245 0.82748 1.15117 -0.0381 -0.1734 0.1807
C 1.96904 -0.15529 0.88466 0.1510 0.4730 -0.3003
O 2.24124 -1.23198 0.41047 -0.0681 -0.2404 -0.0193
O 0.78960 0.30328 1.20941 0.6070 0.0973 0.2375
H 4.26571 4.00134 0.84999 -0.0132 -0.0023 -0.0041
H 6.18106 3.02086 2.07371 0.0010 0.0021 0.0092
H 6.12390 0.61269 2.69780 -0.0081 -0.0202 0.0003
H 4.15520 -0.76006 2.08156 0.0247 -0.0017 0.0232
I 1.40948 -2.30926 -7.05498 0.0457 0.0092 -0.1370
C 0.74280 -2.36197 -5.07620 -0.0423 0.0008 0.1785
C 1.14253 -1.36790 -4.19540 -0.0444 -0.0417 -0.0020
C 0.68483 -1.40735 -2.88479 0.0121 0.0438 0.0497
C -0.14602 -2.43312 -2.45357 0.0097 -0.1104 0.0201
C -0.51497 -3.42816 -3.34775 -0.0244 -0.0557 -0.0269
C -0.08525 -3.39666 -4.66678 0.0096 0.0399 0.0232
C -0.64675 -2.51473 -1.02261 -0.1103 0.4024 0.0633
O -0.98314 -3.57731 -0.54964 0.0485 -0.1802 0.0266
O -0.68705 -1.34856 -0.45100 -0.0006 0.1176 0.1909
H 1.80134 -0.57490 -4.52211 0.0051 0.0024 0.0042
H 0.99290 -0.65127 -2.17448 0.0178 -0.0014 0.0144
H -1.14739 -4.22872 -2.98609 0.0023 -0.0043 -0.0071
H -0.38813 -4.16603 -5.36401 -0.0004 -0.0069 0.0019
```
Positions in Å, forces in eV/Å.

Properties
ΔE to the lowest compared entry with this formula, charge and spin, kcal per mole: 16.4
Kohn-Sham gap (spin up / spin down), eV: 5.42 / 5.45
Spin multiplicity: 4
Net charge: -2


Number 1: M 442.01 g mol⁻¹. Number 2: M 442.32 g mol⁻¹. Number 3: M 1252.74 g mol⁻¹.